The following is a DFT calculation (wB97M-V/def2-TZVPD) of an isolated molecule of C10H17OP at a distorted geometry.

* HOMO: -8.1 eV
* SMILES: OCCCC[C@@H]1C=CC=C[C@H]1P
* largest force on an atom: 5.02 eV Å⁻¹
* electronic energy: -807.68852 a.u.
* ΔE to the lowest compared entry with this formula, charge and spin: 220.2 kJ/mol

```
! wB97M-V def2-TZVPD RIJCOSX def2/J DEFGRID3
* xyz 0 1
O -2.9969 2.8271 0.8688
C -2.1353 3.4435 -0.0049
C -1.3723 2.5185 -0.9634
C -0.3896 1.5800 -0.1261
C -0.0317 0.2151 -0.7753
C 1.1381 -0.4338 -0.0633
C 1.9506 -1.2218 -0.9810
C 1.7651 -2.5348 -1.2896
C 0.8596 -3.3048 -0.6181
C 0.2019 -2.8598 0.4560
C 0.5910 -1.5989 1.1642
P 2.1634 -1.7795 2.1870
H -3.6263 2.3417 0.4177
H -2.6642 4.0372 -0.6871
H -1.4009 3.9763 0.6042
H -2.0785 1.8705 -1.4689
H -0.9723 3.1802 -1.7541
H -0.8651 1.4075 0.8228
H 0.5487 2.2063 0.0709
H -0.8915 -0.3221 -0.8290
H 0.2921 0.2557 -1.8740
H 1.6100 0.4316 0.5962
H 2.7647 -0.6730 -1.5153
H 2.3626 -3.1542 -1.9959
H 0.4786 -4.2462 -1.1039
H -0.4493 -3.5713 0.9241
H -0.2789 -1.2892 1.6574
H 1.3739 -2.5941 3.1194
H 2.0523 -0.7075 3.1612
*
```



The following is a DFT calculation (wB97M-V/def2-TZVPD) of a structure of composition C10H18BrI2O3PSr at a distorted geometry.

* HOMO: -12.7 eV
* largest force on an atom: 6.36 eV Å⁻¹
* electronic energy: -4158.22371 a.u.

```
! wB97M-V def2-TZVPD RIJCOSX def2/J DEFGRID3
* xyz 2 1
C 0.7918 3.7067 -0.2833
C 1.3644 2.3386 0.2042
O 0.3408 1.5597 0.7298
C -0.5520 1.1456 -0.2904
C -1.1771 -0.3010 -0.0240
Br -1.0630 -1.2424 -1.7585
O -0.4630 -0.9045 1.0173
C 0.6721 -1.6601 0.6361
O 0.5602 -2.8156 0.6518
P 2.3517 -0.9389 0.1805
C 3.6676 -1.5444 1.3548
C 2.8050 -1.3059 -1.5927
C -2.6521 -0.0629 0.4320
I -2.6878 1.4129 2.0588
C -3.3518 -1.3547 0.9654
C -3.6887 -2.4085 -0.1314
I -5.3014 -0.7254 1.7736
H 1.6249 4.2648 -0.8359
H -0.0886 3.6133 -0.9692
H 0.4979 4.2987 0.5960
H 2.0813 2.4954 1.0243
H 1.9218 1.8181 -0.6058
H -1.3490 1.8895 -0.5140
H 0.0540 1.0638 -1.2372
H 4.2714 -0.6793 1.6667
H 3.2529 -1.9997 2.2635
H 4.3554 -2.2280 0.8334
H 1.9140 -1.6813 -2.1162
H 3.6233 -2.0390 -1.6301
H 3.0791 -0.3482 -2.0577
H -3.2003 0.4106 -0.3962
H -2.8221 -1.7655 1.8335
H -3.7075 -1.8994 -1.1059
H -2.8996 -3.1774 -0.1462
H -4.6565 -2.8789 0.0710
Sr 0.4311 3.9431 -2.5979
*
```